Entry 1:
This record from the Open Molecules 2025 dataset describes a molecular structure, C38H68Cl6N8 at a distorted geometry. The level of theory is the ωB97M-V functional and the def2-TZVPD basis.

Values from the calculation:
energy above the lowest of the compared OMol25 structures with the same formula, charge and spin	24.6784	eV
2S+1	1
orbital gap	9.03	eV
E_tot	-127537.7134	eV

CARTESIAN COORDINATES (ANGSTROEM)
1 C -34.04551 -36.23197 32.36353
2 C -34.89494 -31.22639 31.10315
3 H -38.19885 -31.11221 28.74166
4 C -35.02214 -30.83504 34.06003
5 H -37.66391 -34.61380 30.35535
6 H -40.73748 -28.11097 34.05544
7 H -34.39506 -31.17361 33.23526
8 H -36.23054 -33.16008 32.53969
9 C -34.36849 -29.66201 34.68935
10 C -35.04628 -28.56600 31.76287
11 N -38.92248 -33.11245 26.30920
12 H -39.93722 -34.03923 33.53305
13 C -33.66075 -29.08447 28.42268
14 H -37.20677 -32.12273 33.47007
15 H -33.27297 -34.41887 24.32472
16 C -32.45801 -29.81723 32.27542
17 N -35.15094 -33.36549 28.25804
18 H -38.25225 -27.28864 28.28142
19 H -40.23164 -30.51941 33.71052
20 H -38.29202 -36.63735 28.71209
21 H -35.34779 -34.53176 31.76651
22 C -38.12088 -30.09864 28.34834
23 Cl -32.98899 -30.05459 27.02833
24 H -37.75113 -28.86335 30.83579
25 H -33.33280 -35.59421 32.88643
26 H -37.77756 -27.24525 30.08465
27 H -34.98326 -32.24039 29.14785
28 H -38.98670 -33.86378 29.82495
29 C -33.43529 -33.57668 26.29043
30 C -37.34445 -33.94615 28.29713
31 H -36.78128 -33.06600 28.60741
32 C -33.99884 -34.40452 25.13774
33 H -31.66534 -28.89606 34.01802
34 H -34.70620 -36.64842 33.12389
35 H -34.82397 -36.30670 24.72081
36 C -37.85680 -27.19004 32.22081
37 Cl -36.30488 -33.47670 30.50041
38 H -36.04562 -31.63854 35.75988
39 H -34.44876 -30.29602 30.75180
40 H -37.33779 -27.64343 33.06530
41 H -33.41489 -32.98559 34.81015
42 H -34.44372 -33.63639 36.05403
43 C -37.17653 -33.14041 33.08081
44 H -31.91658 -30.75829 32.37212
45 H -39.60140 -36.23004 29.89650
46 C -32.69880 -34.45368 30.61026
47 C -39.21644 -27.74791 28.49936
48 H -33.78354 -32.03323 36.28423
49 Cl -30.15323 -28.28997 32.18947
50 C -37.12579 -34.16007 34.12093
51 H -33.38361 -36.30271 25.80704
52 H -37.54838 -26.15507 32.07311
53 N -31.66229 -34.07213 30.93492
54 Cl -33.49608 -32.25208 31.73573
55 H -35.91013 -30.42281 33.58083
56 H -33.23270 -32.60966 25.83008
57 N -34.48833 -29.19670 32.50562
58 N -35.60011 -29.69715 28.39583
59 C -34.18390 -32.71461 35.53354
60 H -34.60975 -28.67844 28.07248
61 H -38.93953 -27.29657 32.28746
62 C -34.31964 -35.80772 25.54831
63 C -34.36985 -33.47661 27.42861
64 N -33.78246 -28.80989 35.21128
65 H -34.94109 -33.95470 24.82479
66 C -34.05648 -34.91194 30.18711
67 H -41.48849 -29.96204 32.73677
68 C -38.23084 -33.50590 27.18085
69 H -39.49391 -35.72470 28.17421
70 H -33.98350 -35.65290 29.39103
71 N -37.13844 -34.92597 35.00645
72 C -31.74715 -28.67114 32.95462
73 H -40.49450 -27.60488 32.40479
74 H -39.63521 -27.70906 27.49376
75 H -34.52368 -34.01185 29.78753
76 H -38.29031 -32.61388 31.25832
77 H -35.43250 -26.74170 30.90660
78 H -38.23642 -34.22635 31.58863
79 H -32.25964 -27.71898 32.81735
80 H -39.88584 -29.68177 30.79214
81 C -35.41527 -31.99814 34.94659
82 C -40.20305 -28.35705 33.13787
83 C -35.63630 -31.91432 29.95738
84 C -39.07728 -29.12923 29.08880
85 H -32.45137 -33.94978 26.57469
86 Cl -32.75461 -26.72739 27.45252
87 C -34.86280 -35.42211 31.36632
88 C -38.39814 -33.28369 32.11145
89 H -38.41797 -30.15810 27.30129
90 N -37.09052 -30.71779 31.74537
91 H -33.79136 -29.73592 29.28678
92 C -32.70214 -27.94255 28.78707
93 H -31.70942 -28.36682 28.93740
94 C -38.94681 -35.86062 29.10711
95 C -38.23759 -34.55044 29.43070
96 H -40.59115 -33.34683 32.03086
97 H -39.87991 -27.11839 29.09233
98 H -33.41419 -30.02269 32.75669
99 H -35.57162 -31.03475 31.93590
100 C -35.75635 -27.77383 30.77270
101 H -35.38892 -28.15115 29.81838
102 H -39.14626 -28.12795 33.27498
103 H -33.05365 -27.48565 29.71215
104 H -35.67907 -36.04137 30.99442
105 H -39.95832 -32.32415 33.38055
106 H -40.07214 -31.31152 31.37949
107 C -38.23327 -30.47652 31.74507
108 C -39.67867 -30.32994 31.64365
109 H -38.79576 -28.95300 30.12696
110 H -36.46868 -31.30350 29.60789
111 C -36.69008 -29.84133 28.38522
112 H -40.06022 -29.59706 29.03338
113 C -37.35459 -27.84935 30.88730
114 H -36.63253 -34.71042 27.98542
115 H -36.00904 -32.65743 34.31343
116 Cl -32.83925 -29.40558 30.54715
117 H -33.60075 -37.11946 31.91337
118 H -34.96412 -35.82404 26.42721
119 C -39.82809 -33.23847 32.80163
120 C -40.41363 -29.84435 32.87430

Mulliken atomic charge list, values in e, 8 entries:
1. C -1.696
2. C 1.195
3. H -1.123
4. C 1.907
5. H -0.461
6. H 0.529
7. H -0.382
8. H -0.606

***

Entry 2:
This record from the Open Molecules 2025 dataset describes 5 unconnected molecules or ions with the total composition C38H68FN4O3P at a distorted geometry. The level of theory is the ωB97M-V functional and the def2-TZVPD basis.

Values from the calculation:
structure (SMILES)	O=[PH2]c1ccc2c(c1)C(=O)c1cccc(F)c1C2=O.CCN(CC)CC.CCN(CC)CC.CCN(CC)CC.CCN(CC)CC
2S+1	1
orbital gap	5.76	eV
E_tot	-64597.7023	eV

CARTESIAN COORDINATES (ANGSTROEM)
1 H 0.76531 9.82004 -0.71929
2 C -3.36472 -1.98483 -8.98478
3 H 2.09339 0.61023 7.81302
4 H 2.67913 1.27627 4.78452
5 C -4.28282 -3.17630 -6.14556
6 P 6.38694 -4.61141 -2.82316
7 H -4.97779 -7.03489 -0.28691
8 H -2.82042 -7.05074 0.68354
9 C -2.74474 -3.04285 -8.07885
10 H 2.76912 9.86395 2.51322
11 H -1.25022 -1.65423 -6.45354
12 H 5.30075 -1.88051 7.57590
13 C 2.67098 -0.90854 4.63354
14 H -6.61971 -2.64811 -0.40598
15 H 6.23076 -5.97170 -3.27220
16 H 5.02934 -0.36584 5.60673
17 H 1.05991 0.54724 4.80767
18 H -5.32431 -4.21133 1.05030
19 C -2.21166 -1.66866 -4.56279
20 N -5.16021 -5.04989 -0.89865
21 C 2.07029 -2.26538 -1.39577
22 H -4.99302 -1.10302 -6.09601
23 O 4.10385 -0.82586 1.76075
24 H 2.31535 8.15024 -0.08255
25 H 6.85141 -3.80922 -3.96303
26 C 3.31014 -4.16199 -3.06327
27 H 4.10075 7.30336 3.55009
28 H 4.32312 -0.75915 8.55044
29 C 0.00816 1.42321 -1.06660
30 C 4.97115 -0.84084 7.67325
31 H -7.70260 -3.97972 -0.87196
32 C 1.04609 0.21568 -0.58130
33 H -0.33911 8.72121 4.44250
34 H 5.87040 -2.47655 -0.53724
35 C 0.89721 7.76428 2.95948
36 H -2.57714 -3.53718 -0.77276
37 C -4.32151 -6.22103 -0.62160
38 H 0.65266 0.20680 6.85866
39 H 0.89339 9.79410 3.78721
40 H -3.88511 -6.58552 -1.56003
41 C -3.54797 -3.06397 -0.93184
42 H -4.44661 -2.10456 -9.06292
43 C -7.04159 -3.60431 -0.08382
44 H -2.77319 -0.77827 -6.43245
45 C -4.51090 -3.98810 -1.67006
46 H -2.36689 -5.49502 0.00889
47 C 1.94766 -3.37816 -2.59400
48 H 3.96912 0.68008 6.53902
49 C 3.41466 -0.72796 0.62058
50 C 2.85694 2.13580 0.66468
51 H 2.52985 -1.97904 7.82404
52 H 4.65627 8.95894 3.83867
53 H 3.21001 -4.93518 -3.94898
54 H 1.47913 10.46014 0.75872
55 H 1.33895 -2.09976 6.57676
56 C 4.83373 -2.67358 -1.05076
57 N 1.94820 7.97935 1.96286
58 O -0.47931 -1.95850 -0.76284
59 H -5.29322 -3.36770 -2.12476
60 H -1.63138 -0.80002 -4.23404
61 C 1.47098 8.27533 0.60773
62 O 7.39817 -4.49073 -1.61435
63 H 1.96531 0.63617 3.30652
64 C -2.28291 -1.69382 -6.08835
65 C -3.20840 -6.06358 0.40830
66 C 0.72979 -1.39471 -0.90371
67 C -5.95518 -4.62257 0.25664
68 C 2.06277 0.46722 4.38482
69 H 2.10918 4.45121 0.46047
70 H -0.54734 9.39067 2.83285
71 N -2.93144 -2.89102 -6.63184
72 H 3.82934 8.81804 1.58092
73 H -2.96153 -2.08740 -9.99854
74 H -1.66573 -3.06805 -8.27937
75 H -3.10727 -4.03054 -8.39026
76 H 5.85627 -0.22493 7.86448
77 H 0.74759 7.50910 0.30188
78 C -5.34898 -2.10444 -6.34711
79 C 0.86277 9.65109 0.35901
80 H -3.55303 -5.58371 1.32764
81 H -6.20683 -2.31481 -5.69881
82 H -6.46308 -5.49698 0.67951
83 H -0.25134 3.84456 -1.03440
84 H -3.36745 -2.16667 -1.53410
85 H 3.51535 -1.03363 3.94326
86 C 3.07438 8.82238 2.37552
87 H -5.72357 -2.09609 -7.37247
88 H 1.32985 7.20483 3.79824
89 H 0.86089 -0.46266 8.46831
90 H -3.14613 -0.96739 -8.65122
91 H -3.98855 -4.42716 -2.52962
92 F -1.23988 1.11744 -1.85069
93 C 3.47235 -1.89023 -0.58077
94 H 3.86134 2.30456 1.26000
95 C 4.70969 -3.77915 -2.29872
96 H 0.13895 7.08411 2.55095
97 C 0.44665 2.96081 -0.67354
98 C 3.77115 8.34303 3.64744
99 H -4.63990 -4.11569 -6.58660
100 H -3.20304 -1.58774 -4.10813
101 H -1.71982 -2.56680 -4.17490
102 H 0.87070 -3.54644 -3.05588
103 N 3.14820 -1.20452 5.98867
104 C 4.27438 -0.36149 6.40133
105 C 1.39661 -0.18929 7.55249
106 C 2.45060 0.58685 0.24742
107 H 1.94759 -1.67478 4.32769
108 H 3.12312 8.42472 4.52463
109 H -4.22159 -3.39463 -5.07213
110 C 1.82981 3.34109 0.18540
111 C 0.19661 8.99458 3.52668
112 H -7.65436 -3.40726 0.80220
113 H -0.14009 9.73111 0.78186
114 H -3.93806 -2.73185 0.03260
115 C 2.09721 -1.41960 6.98529

Mulliken atomic charge list, values in e, 8 entries:
1. H 0.404
2. C -0.958
3. H 0.240
4. H 0.244
5. C -0.084
6. P 0.339
7. H 0.404
8. H 0.395